Formula: C13H23FN2SSi2
Source: OMol25
Level of theory: the ωB97M-V functional and the def2-TZVPD basis

Summary:
SMILES: C[Si](C)(C)N(C(=S)Nc1cccc(F)c1)[Si](C)(C)C
energy above the lowest of the compared OMol25 structures with the same formula, charge and spin: 122.2 kJ/mol
total charge: 0

```
42
Properties=species:S:1:pos:R:3:forces:R:3
C -1.804 1.956 2.455 0.67 3.14 -1.33
Si -0.447 1.425 1.372 1.58 -0.07 0.20
C 0.035 2.846 0.192 -0.65 0.78 2.19
C 1.073 0.957 2.494 -1.44 0.81 -0.47
N -0.929 -0.042 0.460 0.92 1.28 2.36
C -0.578 0.018 -0.854 -1.86 -0.90 -1.70
S -1.735 -0.288 -2.021 0.14 0.00 -0.01
N 0.674 0.408 -1.137 1.34 -0.53 0.97
C 1.519 0.222 -2.240 -1.77 -1.33 -2.45
C 2.674 0.951 -2.347 -1.43 0.78 2.22
C 3.500 0.778 -3.366 1.90 -0.98 -3.61
C 3.185 -0.151 -4.402 -0.69 -0.73 -0.37
C 1.969 -0.910 -4.382 2.22 2.21 2.35
F 1.670 -1.906 -5.211 0.17 0.38 -0.43
C 1.155 -0.665 -3.296 0.04 0.16 0.84
Si -1.535 -1.479 1.382 -0.10 0.02 -0.79
C -0.995 -1.645 3.146 0.69 -0.09 1.19
C -0.842 -2.852 0.387 1.53 1.41 -0.06
C -3.365 -1.496 1.180 0.09 0.25 -1.24
H -2.413 2.588 1.758 -0.22 -0.78 0.81
H -1.425 2.659 3.219 -0.13 -0.44 -0.16
H -2.280 1.150 2.878 -1.58 -1.61 1.05
H -0.832 3.488 -0.055 0.46 -0.17 0.30
H 0.445 2.519 -0.705 0.65 -0.34 -1.49
H 0.829 3.425 0.732 -0.77 -0.15 -0.41
H 0.738 0.931 3.534 0.12 0.31 0.02
H 1.899 1.667 2.365 0.05 -0.58 0.08
H 1.243 -0.074 2.256 0.98 -0.49 -0.28
H 1.218 0.565 -0.300 0.14 -0.02 0.01
H 2.862 1.740 -1.651 0.19 0.22 0.64
H 4.413 1.409 -3.399 -0.66 -0.73 -0.32
H 3.827 -0.335 -5.249 0.39 0.22 0.02
H 0.236 -1.199 -3.263 -0.55 -0.28 0.29
H -1.309 -2.565 3.687 -0.43 0.35 -0.84
H -1.306 -0.833 3.797 -0.04 0.23 0.09
H 0.092 -1.735 3.258 0.02 0.31 -0.26
H -1.558 -3.635 0.418 0.21 -1.50 0.18
H -0.976 -2.386 -0.573 -0.09 -0.15 -0.87
H 0.282 -2.949 0.483 -1.47 -0.76 0.19
H -3.467 -2.081 0.264 -0.16 -0.38 -0.07
H -3.744 -0.547 0.813 -0.10 0.39 0.46
H -3.996 -1.929 1.920 -0.38 -0.22 0.71
```
Positions in Å, forces in eV/Å.

Atomic partial charges in e from the Mulliken method, atoms 1 to 4: C -1.15; Si 0.39; C -1.12; C -1.20

---

Formula: C9H21Cl2NO4
Source: OMol25
Level of theory: the ωB97M-V functional and the def2-TZVPD basis

Summary:
SMILES: COC[C@H](C)N.CCOC(=O)OC.ClCCl
energy above the lowest of the compared OMol25 structures with the same formula, charge and spin: 52.0 kJ/mol
total charge: 0

```
37
Properties=species:S:1:pos:R:3:forces:R:3
C 0.041 0.880 4.452 -0.76 -0.36 -0.22
O 1.155 1.712 4.282 0.14 -0.16 -0.11
C 0.856 3.030 4.706 0.10 0.34 -0.09
C 2.116 3.768 5.111 1.57 -1.27 0.67
C 1.848 5.098 5.810 -0.03 -0.13 -1.07
N 3.204 3.826 4.124 -0.53 0.52 -1.33
H -0.189 0.818 5.518 -0.25 -0.23 0.00
H 0.161 -0.121 4.031 0.87 0.01 0.31
H -0.857 1.192 3.897 0.09 0.68 0.24
H 0.327 3.524 3.882 -0.17 0.25 0.16
H 0.245 3.016 5.617 -0.35 -0.12 -0.20
H 2.600 3.099 5.837 -0.42 0.07 0.36
H 1.267 5.712 5.114 -0.16 0.24 0.30
H 2.780 5.625 6.000 0.08 -0.12 0.06
H 1.312 4.954 6.744 -0.14 0.05 -0.03
H 2.892 4.276 3.258 -0.01 0.39 0.37
H 3.412 2.899 3.757 -0.05 -0.17 0.59
C -2.048 -4.565 -7.655 -0.46 -0.77 -0.74
C -2.859 -3.434 -7.046 -0.23 -1.13 1.09
O -2.071 -2.544 -6.247 -0.26 0.89 -1.41
C -1.492 -3.014 -5.171 0.72 0.76 0.19
O -1.606 -4.101 -4.694 -0.32 -0.90 0.42
O -0.700 -2.035 -4.705 -0.38 0.02 0.07
C -0.223 -2.216 -3.375 0.02 0.28 0.08
H -2.620 -5.500 -7.660 -0.23 0.19 0.22
H -1.143 -4.841 -7.121 0.11 0.45 0.02
H -1.866 -4.406 -8.719 0.46 0.29 0.14
H -3.611 -3.838 -6.363 -0.03 -0.12 -0.13
H -3.395 -2.867 -7.798 0.32 0.41 0.04
H 0.411 -1.351 -3.195 0.29 -0.25 -0.05
H 0.293 -3.170 -3.283 0.11 0.13 0.12
H -1.024 -2.149 -2.637 -0.18 -0.25 -0.23
Cl 0.666 -1.928 -0.317 -0.07 0.54 0.60
C 0.081 -0.649 0.835 0.23 -1.10 -0.14
Cl 0.435 0.965 0.285 -0.12 0.18 -0.10
H -0.979 -0.845 0.944 -0.08 0.37 -0.12
H 0.582 -0.820 1.781 0.13 0.02 -0.07
```
Positions in Å, forces in eV/Å.

Atomic partial charges in e from the Mulliken method, atoms 1 to 4: C -0.81; O -0.30; C -0.63; C 0.39

---

energy above the lowest of the compared OMol25 structures with the same formula, charge and spin of number 1 (C13H23FN2SSi2)?
122.2 kJ/mol